14
Properties=species:S:1:pos:R:3:mulliken_charge:R:1 method="wB97M-V/def2-TZVPD" homo_ev="-14.1 / -16.3" e_tot_ha=-2455.44415 gap_ev="5.51 / 8.57" de_lowest_kcal_mol=18.6 lumo_ev="-8.599 / -7.743" total_charge=+1
O -2.8915 -1.3024 -0.4074 -0.32
C -1.7511 -0.9690 -0.0692 0.77
O -0.8431 -1.7317 0.3941 -0.50
O -1.2930 0.2270 -0.5426 -0.27
C -0.1033 0.3096 -1.3944 0.10
H -0.3222 -0.2523 -2.3168 0.60
C 0.0525 1.7729 -1.7743 -1.00
H -0.9171 2.2401 -2.0227 0.32
H 0.5213 2.3627 -0.9718 0.22
H 0.7162 1.8513 -2.6492 0.37
C 1.2561 2.0947 1.5625 0.85
O 1.9643 1.2439 1.2008 -0.46
O 0.5505 2.9284 1.9348 -0.26
Ga 1.1345 -0.5505 -0.2154 0.58


10
Properties=species:S:1:pos:R:3:mulliken_charge:R:1 method="wB97M-V/def2-TZVPD" homo_ev="-7.9 / -8.1" e_tot_ha=-750.01499 gap_ev="6.62 / 6.71" de_lowest_kcal_mol=80.1 lumo_ev="-1.323 / -1.385" total_charge=0
C 0.9712 -1.3969 -0.1011 0.33
C 2.0911 -1.9509 -0.1139 -0.53
C 0.0094 -0.1035 -0.0469 -0.49
C -0.4545 -1.5184 -0.3274 -0.47
I 3.9714 -1.2761 0.0284 0.49
I 4.4114 1.3947 0.1275 -0.26
H -0.3695 0.1511 0.9062 0.22
H 0.3601 0.7006 -0.7250 0.28
H -0.9131 -1.6950 -1.3514 0.22
H -1.1567 -1.7965 0.4281 0.22


12
Properties=species:S:1:pos:R:3:mulliken_charge:R:1 method="wB97M-V/def2-TZVPD" homo_ev=-8.5 e_tot_ha=-859.65583 gap_ev=8.74 de_lowest_kcal_mol=0.0 lumo_ev=0.265 total_charge=0
C -0.1922 -0.2187 -2.4901 0.00
C 1.1160 0.2213 -2.6062 -0.40
C 1.4774 0.5192 -1.1549 -0.11
C 0.2989 0.1958 0.9763 -0.77
N -0.5626 -0.3104 -1.2578 -0.91
N 0.4346 0.1036 -0.4468 0.73
I 2.3091 0.8226 -4.2569 0.09
I 3.3200 1.0937 -0.4878 0.19
H -0.9424 -0.7325 -3.1551 0.38
H 1.1090 0.8249 1.4211 0.14
H -0.7291 0.2151 1.3760 0.32
H 0.5609 -0.8931 1.3091 0.33